A single C2H5NO molecule, computed with the ωB97M-V functional and the def2-TZVPD basis.

Computed properties:
- total charge = 0
- LUMO energy (spin up / spin down) (Ha) = 0.027 / 0.027
- DFT total energy (hartree) = -209.0910
- SMILES string = C=[N+](C)[O-]
- relative energy (zero: lowest compared OMol25 entry of this formula, charge and spin) (kcal/mol) = 82.44

```
9
C2H5NO | the OMol25 dataset | the ωB97M-V functional and the def2-TZVPD basis
O 1.304 0.452 -1.274
N 0.393 0.020 -0.475
C -0.149 0.888 0.530
C -0.133 -1.192 -0.539
H -0.739 1.824 0.337
H -0.875 -1.528 0.163
H -0.806 0.277 1.221
H 0.620 1.164 1.156
H 0.385 -1.906 -1.118
```

Mulliken population analysis, charges in e, atoms 1 to 2: -0.618, 0.416

A single FH3NO2P molecule, computed with the ωB97M-V functional and the def2-TZVPD basis.

Computed properties:
- total charge = 0
- LUMO energy (Ha) = 0.017
- DFT total energy (hartree) = -648.2999
- SMILES string = N=P(O)(O)F
- relative energy (zero: lowest compared OMol25 entry of this formula, charge and spin) (kcal/mol) = 34.48

```
8
FH3NO2P | the OMol25 dataset | the ωB97M-V functional and the def2-TZVPD basis
P -0.301 -0.220 -0.180
F 0.159 -1.345 -1.083
O -0.553 -0.928 1.162
O 1.571 0.333 0.173
N -1.141 0.841 -0.798
H 0.330 -1.035 1.475
H 1.624 0.935 -0.539
H -1.689 1.420 -0.211
```

Mulliken population analysis, charges in e, atoms 1 to 2: 0.918, -0.158

A 2-piece molecular cluster, CH5PS overall, computed with the ωB97M-V functional and the def2-TZVPD basis.

Computed properties:
- total charge = 0
- LUMO energy (Ha) = -0.048
- DFT total energy (hartree) = -780.5612
- SMILES string = P=S.C
- relative energy (zero: lowest compared OMol25 entry of this formula, charge and spin) (kcal/mol) = 38.47

```
8
CH5PS | the OMol25 dataset | the ωB97M-V functional and the def2-TZVPD basis
S -3.534 -0.048 0.100
P -3.166 -1.848 -0.112
C 1.603 0.836 0.035
H 0.709 0.630 -0.412
H -1.763 -1.714 -0.141
H 1.786 0.438 1.061
H 2.146 -0.005 -0.211
H 2.219 1.711 -0.320
```

Mulliken population analysis, charges in e, atoms 1 to 2: -0.167, 0.115

A 3-piece molecular cluster, C14H34O2P overall, computed with the ωB97M-V functional and the def2-TZVPD basis.

Computed properties:
- total charge = +1
- LUMO energy (Ha) = -0.148
- DFT total energy (hartree) = -1045.3586

```
51
C14H34O2P | the OMol25 dataset | the ωB97M-V functional and the def2-TZVPD basis
P -3.318 -0.226 -5.614
O 0.176 -0.646 -4.722
O -0.431 0.885 -6.279
C -0.560 -0.264 -5.566
C 3.998 -0.773 0.589
C -0.607 -0.648 4.069
C -0.293 -1.463 -1.401
C -1.232 4.099 3.666
C -0.126 3.069 3.874
C -1.206 1.217 2.436
C -1.660 0.357 3.614
C 0.020 2.089 2.711
C 1.187 -1.656 -1.722
C 1.891 -2.217 0.688
C 1.887 -2.638 -0.783
C 2.522 -0.854 0.962
C -1.777 -1.075 -6.018
H -2.212 3.628 3.575
H -3.081 0.915 -4.850
H -1.749 -1.223 -7.101
H -1.282 4.794 4.505
H -0.443 -1.054 -0.401
H -1.054 4.683 2.761
H 1.693 -0.687 -1.695
H -0.831 -2.413 -1.457
H -1.946 0.995 4.455
H 2.422 -2.979 1.266
H -4.147 -1.050 -4.857
H 1.401 -3.616 -0.864
H 0.865 -2.217 1.070
H 0.825 3.589 4.008
H -0.357 1.660 -5.702
H -0.977 0.558 1.589
H 4.578 -1.519 1.136
H 1.285 -2.019 -2.747
H -0.977 -1.259 4.893
H -0.757 -0.769 -2.108
H 1.965 -0.071 0.437
H 2.411 -0.635 2.028
H 4.157 -0.942 -0.478
H -0.332 -1.321 3.253
H -2.566 -0.182 3.324
H -2.039 1.847 2.110
H 4.409 0.208 0.828
H 0.252 2.655 1.802
H -4.007 0.172 -6.756
H -0.306 2.522 4.804
H 0.302 -0.153 4.414
H 2.913 -2.784 -1.129
H 0.885 1.446 2.892
H -1.767 -2.037 -5.503
```

Mulliken population analysis, charges in e, atoms 1 to 2: 0.099, -0.366

C26H42As3BrNO3Pd as an isolated structure, computed with the ωB97M-V functional and the def2-TZVPD basis.

Computed properties:
- total charge = -1
- LUMO energy (Ha) = 0.092
- DFT total energy (hartree) = -10705.5505

```
77
C26H42As3BrNO3Pd | the OMol25 dataset | the ωB97M-V functional and the def2-TZVPD basis
Pd -0.414 0.461 0.488
Br 1.102 0.825 9.418
As 0.217 -1.708 -0.223
As -1.699 -2.223 -5.620
As -2.408 0.201 -0.876
O 1.995 -0.745 2.721
O 4.015 0.251 1.228
O 0.052 0.445 2.690
N 0.049 2.411 0.772
C 3.457 2.010 -0.250
C 0.048 1.056 6.756
C 3.860 1.664 1.132
C -0.809 -0.400 -5.541
C 1.093 0.638 7.511
C 0.006 -3.099 -6.011
C 2.240 0.100 6.924
C -0.435 -2.489 -2.063
C 1.326 4.286 0.208
C -2.351 1.962 -1.700
C 1.191 0.306 4.746
C 1.973 1.998 -0.647
C -0.862 4.508 1.170
C -2.200 -2.908 -3.836
C -0.040 -3.025 1.196
C 0.144 1.000 5.361
C 0.333 5.084 0.668
C -2.341 -0.882 -2.544
C 2.149 -2.030 -0.577
C 1.093 -0.046 3.265
C -0.969 3.152 1.164
C -4.090 0.036 0.049
C 1.156 2.889 0.167
C 2.288 -0.075 5.571
C -2.802 -3.126 -1.399
C -1.908 -2.318 -2.427
H 2.627 -2.098 0.408
H 2.175 -2.989 -1.080
H -4.809 0.818 -0.242
H 0.175 -2.943 -7.081
H 0.160 -0.452 -4.998
H 1.977 2.320 -1.728
H -0.974 -2.923 1.759
H 0.229 -2.091 -2.839
H 0.120 -4.065 0.845
H -3.853 0.199 1.120
H 1.547 0.982 -0.522
H 3.139 -0.544 5.064
H -3.330 -0.717 -2.937
H -2.542 2.687 -0.881
H -0.639 1.495 4.762
H -3.317 -3.102 -3.912
H 0.839 -2.686 -5.399
H -1.579 -0.322 -3.107
H 3.163 -0.070 1.619
H 4.878 2.109 1.352
H -1.919 2.679 1.532
H 0.806 -2.805 1.861
H 2.983 -0.165 7.722
H -2.572 -2.831 -0.404
H -1.642 5.128 1.582
H -1.726 -3.948 -3.836
H -0.191 -3.549 -1.903
H -2.476 -4.181 -1.454
H 3.276 2.052 1.970
H 0.427 6.187 0.597
H 3.820 3.072 -0.459
H -3.074 2.062 -2.516
H -0.867 1.425 7.216
H -1.320 2.092 -2.057
H -4.517 -0.963 -0.034
H -0.628 -0.041 -6.581
H -1.508 0.283 -5.053
H 2.499 -1.235 -1.230
H 4.009 1.362 -0.963
H 2.241 4.749 -0.221
H -3.908 -3.039 -1.609
H -0.156 -4.151 -5.857
```

Mulliken population analysis, charges in e, atoms 1 to 2: -0.151, -0.243

A 5-piece molecular cluster, C3H15NO3S overall, computed with the ωB97M-V functional and the def2-TZVPD basis.

Computed properties:
- 2S+1 = 2
- total charge = -1
- LUMO energy (spin up / spin down) (Ha) = 0.139 / 0.117
- DFT total energy (hartree) = -801.8708
- relative energy (zero: lowest compared OMol25 entry of this formula, charge and spin) (kcal/mol) = 33.75

```
23
C3H15NO3S | the OMol25 dataset | the ωB97M-V functional and the def2-TZVPD basis
S 2.678 -0.147 0.143
O 1.026 0.242 2.735
O -2.664 -0.908 0.024
O -1.512 0.170 2.079
N -0.898 1.376 -1.248
C 0.248 0.472 -1.784
C 1.687 -1.296 -0.827
C 0.135 -0.855 -0.966
H -0.213 -0.529 0.016
H -1.170 2.079 -1.962
H -2.095 0.601 2.702
H 1.446 0.312 1.716
H -0.383 1.848 -0.523
H -0.109 0.281 -2.794
H 2.197 -1.502 -1.836
H 1.315 -0.814 2.696
H -2.248 -0.755 0.903
H -0.569 -1.494 -1.460
H -0.522 0.323 2.352
H 1.113 1.859 0.499
H 1.713 -2.180 -0.162
H -2.379 -0.102 -0.517
H 1.204 1.018 -1.787
```

Mulliken population analysis, charges in e, atoms 1 to 2: -0.475, -0.818

An isolated ion of composition S2 and charge -1, computed with the ωB97M-V functional and the def2-TZVPD basis.

Computed properties:
- 2S+1 = 2
- total charge = -1
- LUMO energy (spin up / spin down) (Ha) = 0.147 / 0.146
- DFT total energy (hartree) = -796.4047
- relative energy (zero: lowest compared OMol25 entry of this formula, charge and spin) (kcal/mol) = 4.36

```
2
S2 | the OMol25 dataset | the ωB97M-V functional and the def2-TZVPD basis
S 0.000 0.000 -0.938
S 0.000 0.000 0.938
```

Just the Mulliken charges please, in e? Sure, here they are: -0.500, -0.500

A 2-piece molecular cluster, C7H16O overall, computed with the ωB97M-V functional and the def2-TZVPD basis.

Computed properties:
- total charge = 0
- LUMO energy (Ha) = 0.039
- DFT total energy (hartree) = -351.5167
- SMILES string = C/C=C/C.CCCO
- relative energy (zero: lowest compared OMol25 entry of this formula, charge and spin) (kcal/mol) = 23.36

```
24
C7H16O | the OMol25 dataset | the ωB97M-V functional and the def2-TZVPD basis
O -0.590 -1.123 -1.411
C -0.346 2.250 -0.832
C 0.859 -2.568 -0.176
C 0.362 2.007 1.554
C -1.351 2.318 -1.942
C -0.638 2.052 0.442
C -0.173 -1.457 -0.091
C 1.307 -3.019 1.211
H -1.138 -0.328 -1.355
H 1.712 -2.227 -0.757
H -2.340 2.041 -1.587
H 0.710 2.367 -1.082
H 0.137 1.206 2.256
H -1.044 1.668 -2.764
H -1.680 1.910 0.709
H -1.027 -1.818 0.494
H 0.393 2.943 2.112
H -1.396 3.333 -2.345
H 1.965 -3.878 1.154
H 1.840 -2.220 1.736
H 1.361 1.828 1.167
H 0.403 -3.403 -0.705
H 0.446 -3.313 1.811
H 0.229 -0.566 0.402
```

Mulliken population analysis, charges in e, atoms 1 to 2: -0.550, 0.003

Number 1: molecular weight 59.068 g/mol. Number 2: molecular weight 99.001 g/mol. Number 3: molecular weight 80.092 g/mol. Number 4: molecular weight 265.398 g/mol. Number 5: molecular weight 827.716 g/mol. Number 6: molecular weight 145.224 g/mol. Number 7: molecular weight 64.134 g/mol. Number 8: molecular weight 116.204 g/mol.